Here is a single C2H4N2OS molecule at a distorted geometry from OMol25. Energies are from wB97M-V/def2-TZVPD.

```
10
Properties=species:S:1:pos:R:3:nbo_charge:R:1
H 1.442 1.471 -0.369 0.338
N 2.356 1.202 0.055 -0.621
C 2.302 -0.073 0.171 0.228
N 1.231 -0.954 -0.001 -0.337
O 0.101 -0.281 -0.494 -0.379
C -0.971 -0.293 0.357 0.015
S -2.455 0.274 -0.011 0.006
H 3.226 -0.548 0.362 0.175
H 1.412 -1.642 -0.686 0.378
H -0.701 -0.958 1.269 0.197
```

## Properties
- HOMO level: -9.413 eV
- Frontier orbital gap: 9.3 eV
- SMILES: [H]/N=C\NOC=S
- DFT total energy: -17998.863 eV
- Total charge: 0

Here is a molecular structure, C5H6KO2 at a distorted geometry from OMol25. Energies are from wB97M-V/def2-TZVPD.

```
14
Properties=species:S:1:pos:R:3:mulliken_spin:R:1
C 0.907 0.971 1.443 0.011
C -0.328 0.513 1.230 -0.005
C -1.427 0.041 0.686 -0.002
H 1.082 2.048 1.520 -0.004
H 1.632 0.334 1.959 0.002
H -2.331 -0.043 1.300 0.001
C -1.522 -0.500 -0.739 0.000
O -1.760 -1.850 -0.751 0.000
K -1.783 -3.917 0.537 0.000
H -0.580 -0.226 -1.267 0.005
H -2.331 0.071 -1.249 0.001
O 3.300 1.769 -1.709 0.236
C 2.800 0.826 -1.203 0.601
H 2.341 -0.036 -1.755 0.155
```

## Properties
- HOMO level (spin up / spin down): -7.124 / -7.139 eV
- Frontier orbital gap (spin up / spin down): 6.3 / 6.3 eV
- Expectation value of S²: 0.75
- DFT total energy: -25697.372 eV
- 2S+1: 2
- Total charge: 0